# C4H2FeLiO2

A molecular structure, C4H2FeLiO2 at a distorted geometry (the ωB97M-V functional and the def2-TZVPD basis, the Open Molecules 2025 dataset).

Structure (XYZ):
```
10
Properties=species:S:1:pos:R:3:lowdin_charge:R:1
H -2.988 1.090 -0.542 0.14
C 0.466 0.967 -0.402 -0.15
C -0.814 0.965 -0.457 -0.11
C 1.534 -1.115 -0.171 -0.14
Fe 2.320 1.355 0.528 1.05
C -2.118 0.589 -0.082 -0.26
O 2.620 -0.596 0.264 -0.30
Li -0.433 -0.951 1.041 0.73
H 1.718 -1.945 -0.905 0.11
O -2.305 -0.358 0.726 -0.06
```

The calculation puts the highest occupied orbital energy (spin up / spin down) at -11.0 / -14.7 eV. Its maximum force is 4.0 eV/Å. Its LUMO energy (spin up / spin down) is -5.620 / -6.125 eV. The spin multiplicity is 7. The net charge is +1. The HOMO-LUMO gap (spin up / spin down) comes out at 5.36 / 8.53 eV.

=====

# C2H21O9V

A molecular structure, C2H21O9V at a distorted geometry (the ωB97M-V functional and the def2-TZVPD basis, the Open Molecules 2025 dataset).

Structure (XYZ):
```
33
Properties=species:S:1:pos:R:3:lowdin_charge:R:1
O -2.790 -3.071 0.463 -0.05
H 0.530 2.335 -1.788 -0.02
H -1.003 0.518 -0.987 0.11
H 0.152 -1.312 1.047 0.08
H -0.891 0.344 -4.547 0.03
H -1.946 -0.680 -0.075 0.10
H -3.373 -3.828 0.404 0.04
O -1.471 1.050 0.947 -0.29
H 2.625 -1.843 2.174 0.03
H 0.023 1.007 -3.537 -0.04
O -1.697 -0.510 3.452 -0.04
H -1.434 -1.430 3.406 0.04
H 0.462 -1.218 -0.661 0.09
O -0.089 2.442 -2.511 -0.04
H 0.564 1.949 3.121 0.04
H 1.684 -0.507 -2.864 0.00
H 1.057 0.018 0.405 0.05
H -0.754 3.040 -2.170 0.05
H 2.332 2.342 0.072 0.07
V -2.644 2.961 1.365 1.30
C 0.194 -0.617 0.208 -0.06
O 0.032 0.511 -4.356 -0.05
O 2.509 -0.777 -2.460 -0.04
O 2.114 -1.980 2.972 -0.05
H 2.167 -2.923 3.131 0.04
O 1.865 2.088 -0.724 -0.02
H 1.629 1.171 -0.581 0.00
H 2.406 -1.716 -2.307 0.04
H -1.382 -0.129 2.632 -0.03
C -1.156 0.067 -0.006 -0.31
H -3.077 -2.491 -0.242 0.02
H 0.335 1.500 1.693 -0.04
O 1.029 1.692 2.324 -0.03
```

The calculation puts the highest occupied orbital energy (spin up / spin down) at -13.3 / -13.3 eV. Its maximum force is 3.7 eV/Å. Its LUMO energy (spin up / spin down) is -7.406 / -6.886 eV. The spin multiplicity is 4. The net charge is +1. The HOMO-LUMO gap (spin up / spin down) comes out at 5.87 / 6.40 eV.

=====

# C9H15BCrN4O21S

A molecular structure, C9H15BCrN4O21S at a distorted geometry (the ωB97M-V functional and the def2-TZVPD basis, the Open Molecules 2025 dataset).

Structure (XYZ):
```
52
Properties=species:S:1:pos:R:3:lowdin_charge:R:1
O -14.015 -21.096 -5.544 0.03
O -10.056 -23.105 4.650 0.21
O -14.214 -25.484 -0.897 -0.41
H -16.728 -23.078 3.495 0.10
H -11.057 -19.684 -1.517 0.02
O -11.368 -21.640 -1.671 -0.37
C -9.449 -22.414 5.670 -0.40
O -13.970 -21.429 -3.398 0.05
C -10.982 -19.028 1.726 0.07
H -11.183 -19.614 2.623 0.09
C -10.708 -20.501 -2.148 -0.31
O -11.351 -22.132 2.886 0.20
Cr -13.363 -21.320 -0.786 0.83
O -15.357 -20.266 -1.233 -0.02
C -9.001 -21.099 5.097 -0.37
S -13.718 -24.418 -1.735 0.08
H -10.270 -19.494 1.044 0.12
O -16.976 -22.092 1.289 0.07
O -9.250 -21.127 3.758 0.17
H -15.194 -23.477 -4.767 0.10
C -15.565 -22.497 -4.467 0.01
N -14.423 -21.602 -4.500 -0.42
H -10.462 -18.195 2.199 0.10
B -10.004 -22.391 3.365 -0.88
H -16.650 -18.227 -0.985 0.10
O -9.861 -23.501 0.038 0.16
O -12.346 -24.431 -1.955 -0.31
C -11.443 -22.410 1.566 -0.24
O -17.298 -21.078 -1.847 0.08
N -15.966 -21.882 1.933 -0.42
C -17.020 -18.749 -1.868 0.04
C -16.035 -22.243 3.395 0.07
O -8.534 -20.173 5.726 0.12
C -10.137 -23.115 1.183 -0.33
H -16.146 -22.451 -3.546 0.09
H -14.986 -22.392 3.650 0.10
N -16.539 -20.119 -1.624 -0.36
O -14.922 -21.497 1.454 0.05
H -16.432 -21.272 3.690 0.10
O -12.290 -17.411 0.862 0.11
O -9.403 -23.214 2.290 0.21
H -11.082 -20.319 -3.155 0.05
O -9.408 -22.662 6.809 0.17
O -14.149 -23.116 -1.230 -0.44
H -16.181 -22.125 -5.286 0.08
O -14.496 -24.761 -2.896 -0.41
N -12.225 -18.596 0.979 -0.35
O -12.865 -19.547 0.449 -0.02
H -9.620 -20.533 -2.207 0.05
H -16.609 -18.419 -2.823 0.11
O -12.507 -22.234 0.924 0.02
H -18.103 -18.663 -1.956 0.09
```

The calculation puts the highest occupied orbital energy (spin up / spin down) at -0.3 / -0.3 eV. Its maximum force is 5.5 eV/Å. Its LUMO energy (spin up / spin down) is 3.336 / 3.353 eV. The spin multiplicity is 5. The net charge is -2. The HOMO-LUMO gap (spin up / spin down) comes out at 3.67 / 3.69 eV.

=====

# C44H110O11

11 unconnected molecules or ions with the total composition C44H110O11 at a distorted geometry (the ωB97M-V functional and the def2-TZVPD basis, the Open Molecules 2025 dataset).

Structure (XYZ):
```
165
Properties=species:S:1:pos:R:3:lowdin_charge:R:1
H -3.449 3.806 -0.897 0.12
H 2.881 7.434 0.692 0.11
C 5.257 0.495 -4.327 -0.27
H 7.165 -0.101 2.286 0.07
H 0.979 -1.821 -0.149 0.10
C -0.772 -1.414 6.458 -0.06
C -0.432 -2.264 5.261 -0.28
H -0.356 -0.042 -2.255 0.06
C -4.066 3.660 1.666 -0.27
H -2.115 -2.001 -6.109 0.12
H 2.169 -5.571 3.852 0.06
H 4.507 0.469 -5.117 0.10
H -0.120 -1.626 4.433 0.09
O -4.780 -1.732 3.050 -0.18
H 3.476 -1.526 -1.198 0.07
H -5.043 -3.922 1.782 0.08
H -2.278 -4.201 -4.870 0.11
H -2.068 2.302 -1.933 0.07
H -4.956 0.372 0.305 0.04
H -0.936 -1.332 -4.922 0.10
H 5.018 0.912 1.837 0.11
H 0.690 -1.426 -2.651 0.07
H -3.366 -3.752 2.184 0.08
H -1.239 -1.312 1.639 0.11
C -3.090 2.951 -0.323 -0.30
H -6.070 -0.855 4.373 0.11
H -5.737 -3.131 4.187 0.12
H 5.805 1.875 3.157 0.12
H 3.492 -3.020 -2.237 0.08
H -3.705 -0.254 -5.403 0.08
H 6.348 -5.901 0.548 0.08
O 4.740 -0.075 -3.123 -0.17
H 0.460 -1.045 2.122 0.08
H -1.474 1.561 -0.464 0.06
C 0.461 -0.670 -1.900 -0.06
H 6.374 1.967 -3.131 0.08
H 3.071 -1.121 -3.647 0.09
H -6.885 2.160 -3.769 0.07
C -3.547 4.247 3.001 -0.05
C 3.989 -2.084 -1.982 -0.07
C 2.004 7.651 1.302 -0.29
H -0.776 -1.861 -0.643 0.11
O -0.106 -0.158 0.332 -0.18
H -1.040 3.283 -0.876 0.09
H -0.014 -4.404 4.014 0.12
H -2.297 -3.536 -1.807 0.05
C -6.579 1.116 -3.700 -0.05
C 2.314 8.741 2.297 -0.08
H 4.267 -1.900 1.586 0.07
C -2.638 -4.187 -2.612 -0.07
H 3.890 -6.232 0.926 0.11
H -5.610 1.372 -1.732 0.10
H -3.974 -3.080 4.400 0.10
H 2.725 9.634 1.827 0.07
C 3.257 1.412 3.567 -0.31
O 4.503 -4.226 0.975 -0.15
H -2.365 -5.228 -2.440 0.07
H -0.882 1.149 -9.422 0.07
H -0.194 3.796 1.653 0.05
O 0.400 1.706 -6.467 -0.16
H -4.429 -0.705 4.856 0.12
C 1.939 -5.062 4.788 -0.05
C 1.389 1.974 -4.238 -0.06
H 1.253 -3.292 3.692 0.09
C -5.172 0.669 3.341 -0.08
H -4.306 -4.983 3.013 0.08
H -1.354 -2.720 4.901 0.11
C 0.351 1.017 -7.661 -0.32
H 1.295 8.040 0.572 0.12
H 0.105 5.998 0.705 0.11
H 3.427 2.388 4.023 0.12
H 0.476 1.813 -3.666 0.06
H -3.074 3.496 3.634 0.07
H -2.101 0.514 -5.773 0.05
C 3.574 -2.472 2.203 -0.06
H -3.762 -1.681 -1.807 0.09
C 3.266 -3.674 1.347 -0.29
H -0.846 0.424 3.494 0.06
H -1.492 -0.682 6.091 0.07
H -5.622 1.405 4.007 0.09
H -0.793 2.668 -8.552 0.08
C 0.438 4.517 2.172 -0.06
H 0.142 -0.911 6.775 0.08
H -4.565 4.398 1.039 0.12
C 2.153 0.698 4.391 -0.05
H 1.563 5.159 0.436 0.12
C 0.127 -1.261 -0.534 -0.25
C 0.886 -3.978 4.455 -0.30
H 1.771 -0.153 3.827 0.04
H 5.586 -6.783 -0.823 0.07
H -4.193 0.988 2.982 0.06
O 1.641 6.488 2.030 -0.13
C 0.971 5.604 1.236 -0.32
O -5.080 -0.396 -2.508 -0.16
C -5.070 -0.683 3.975 -0.28
H 6.071 -5.027 -0.892 0.07
H 3.015 8.427 3.070 0.08
H -2.899 5.103 2.810 0.07
C -5.360 0.969 -2.713 -0.27
H 1.328 -0.018 -1.793 0.07
H -6.262 0.849 -4.708 0.06
C 6.420 -0.176 3.079 -0.07
C -4.148 -0.716 -1.481 -0.25
C -1.986 -1.543 -5.128 -0.27
H 4.618 -1.995 -3.977 0.12
H -1.760 1.363 -7.908 0.06
H -4.671 2.758 1.760 0.09
H -5.605 -1.247 0.014 0.08
H -4.352 4.629 3.628 0.07
H 4.812 2.472 -3.630 0.07
H 1.344 0.185 -5.347 0.10
H -1.039 -3.557 -3.891 0.10
H -5.785 0.642 2.440 0.07
C -4.783 -3.033 3.670 -0.27
O -2.544 -2.257 -4.043 -0.18
H 5.017 -2.362 -1.748 0.08
H 4.117 -2.653 3.131 0.09
O 0.597 -3.204 5.558 -0.13
C -2.125 -3.635 -3.951 -0.24
H 6.093 -0.117 -4.668 0.12
H 1.261 1.324 4.401 0.06
H 6.031 2.488 -4.814 0.08
H 2.215 1.596 -3.635 0.06
H 1.306 3.931 2.473 0.06
H 2.789 -4.421 1.981 0.10
H -0.054 1.532 2.335 0.06
H 3.532 -5.383 -0.487 0.11
H -0.079 4.807 3.087 0.08
H -1.179 -1.982 7.295 0.08
H -2.625 0.260 -4.106 0.06
H 2.376 1.356 -6.082 0.11
H 6.045 -1.195 2.989 0.05
C -0.827 1.586 -8.425 -0.07
H 6.930 -0.113 4.040 0.07
C 5.677 1.900 -3.967 -0.07
H -3.850 2.177 -0.427 0.09
H 0.151 -0.043 -7.504 0.11
C -0.752 0.701 2.444 -0.05
H 2.445 0.457 5.413 0.09
O -2.891 3.285 1.027 -0.18
H 1.471 3.057 -4.334 0.08
H 2.800 -4.637 5.303 0.08
C -1.804 2.506 -0.896 -0.06
C 5.362 0.921 2.871 -0.26
H 1.340 8.977 2.726 0.08
H 2.687 -1.903 2.481 0.05
C -4.343 -3.969 2.616 -0.08
C 4.297 -5.448 0.287 -0.29
H -4.493 1.508 -3.094 0.10
H -3.211 -0.162 -1.540 0.10
H 3.021 1.459 2.504 0.12
H -7.409 0.458 -3.444 0.07
H -1.684 1.115 2.059 0.06
C 1.422 1.250 -5.566 -0.26
H 1.299 1.074 -8.195 0.12
H 1.625 -5.758 5.566 0.07
H -3.974 -0.985 0.662 0.06
C -4.712 -0.626 -0.056 -0.05
O 4.329 0.611 3.787 -0.17
C -0.416 -0.597 1.654 -0.24
H 2.651 -3.352 0.506 0.10
C 4.083 -1.330 -3.299 -0.28
C -2.659 -0.152 -5.115 -0.04
C 5.654 -5.835 -0.290 -0.07
H -3.725 -4.184 -2.535 0.07
```

The calculation puts the highest occupied orbital energy at -9.4 eV. Its maximum force is 3.1 eV/Å. Its LUMO energy is 0.546 eV. The spin multiplicity is 1. The SMILES is CCOCC.CCOCC.CCOCC.CCOCC.CCOCC.CCOCC.CCOCC.CCOCC.CCOCC.CCOCC.CCOCC. The net charge is 0. The HOMO-LUMO gap comes out at 9.95 eV.

=====

# C6H5NO

A molecular structure, C6H5NO at a distorted geometry (the ωB97M-V functional and the def2-TZVPD basis, the Open Molecules 2025 dataset).

Structure (XYZ):
```
13
Properties=species:S:1:pos:R:3:lowdin_charge:R:1
C -1.994 -0.508 0.051 -0.17
H 1.790 1.564 -0.872 0.10
H -1.572 1.940 -0.529 0.20
C -1.428 0.724 0.012 -0.08
H -3.024 -0.823 0.202 0.10
H 1.837 1.811 1.004 0.16
N 0.034 0.578 -0.053 -0.13
C 1.798 -0.514 0.103 -0.23
O 2.865 -0.991 -0.062 0.11
H -0.942 -2.700 0.343 0.18
C 1.396 1.144 0.076 -0.01
C 0.230 -0.752 -0.227 -0.15
C -0.990 -1.474 -0.049 -0.08
```

The calculation puts the highest occupied orbital energy at -8.7 eV. Its maximum force is 7.8 eV/Å. Its LUMO energy is 0.404 eV. The spin multiplicity is 1. The net charge is 0. The HOMO-LUMO gap comes out at 9.14 eV.